i:
12
Properties=species:S:1:pos:R:3:lowdin_charge:R:1 method="wB97M-V/def2-TZVPD" total_charge=+1 homo_ev="-13.3 / -12.6"
C -1.851 0.691 0.689 -0.13
C -0.589 0.304 0.066 -0.24
C -2.677 -0.406 0.783 -0.37
C 3.270 0.073 -0.856 0.55
N -0.601 -0.962 -0.311 -0.37
S -1.946 -1.780 0.072 1.03
H -2.060 1.623 1.131 0.09
H 0.180 1.024 -0.216 0.09
H -3.659 -0.666 1.253 0.09
H 3.807 -0.741 -0.305 0.10
H 2.211 0.245 -0.677 0.04
H 3.916 0.595 -1.628 0.11

ii:
12
Properties=species:S:1:pos:R:3:lowdin_charge:R:1 method="wB97M-V/def2-TZVPD" total_charge=+1 homo_ev=-14.4
C 0.668 1.143 0.180 -0.02
C 1.105 -0.371 0.131 -0.15
C -1.455 0.184 0.396 -0.43
C 0.310 -0.785 -0.962 -0.35
N -0.570 1.151 0.262 -0.02
S -1.332 -0.843 -1.122 1.19
H 1.424 1.924 0.110 0.15
H 2.210 -0.532 0.201 0.16
H 0.763 -0.599 1.130 0.13
H -1.256 -0.508 1.248 0.14
H -2.511 0.460 0.350 0.11
H 0.644 -1.223 -1.924 0.10

So which one is most stable? That would be ii, about 2.128 eV below the next structure.

i:
14
Properties=species:S:1:pos:R:3:lowdin_charge:R:1 method="wB97M-V/def2-TZVPD" homo_ev="-7.8 / -7.6"
C 0.153 0.877 -0.690 -0.15
C -0.524 1.461 0.350 -0.09
C 0.492 -0.482 -0.479 -0.03
C -1.169 -0.693 1.262 -0.49
C -0.864 0.653 1.579 -0.40
C 1.005 -1.317 -1.610 -0.11
Cl -0.659 -1.943 2.362 0.52
H 0.423 1.303 -1.659 0.11
H -0.840 2.517 0.383 0.11
H 0.137 0.862 2.197 0.18
H -1.618 1.375 2.033 0.14
H 0.723 -2.401 -1.474 0.10
H 2.081 -1.107 -1.706 0.10
H 0.662 -1.107 -2.547 0.03

ii:
14
Properties=species:S:1:pos:R:3:lowdin_charge:R:1 method="wB97M-V/def2-TZVPD" homo_ev=-8.2
C 1.315 -0.058 1.271 -0.34
C 2.711 -0.501 1.160 -0.50
C 0.295 0.586 0.329 -0.23
C -0.464 0.290 -0.675 -0.07
C 1.058 1.506 1.128 -0.03
C -0.718 -1.113 -1.243 -0.03
Cl 3.140 -1.863 2.041 0.61
H 0.903 -0.543 2.244 0.13
H -0.944 1.159 -1.038 0.10
H 0.542 1.929 1.937 0.10
H 1.789 1.945 0.491 0.11
H -0.569 -1.245 -2.257 0.06
H -1.687 -1.296 -0.963 0.05
H -0.089 -1.777 -0.806 0.04

iii:
14
Properties=species:S:1:pos:R:3:lowdin_charge:R:1 method="wB97M-V/def2-TZVPD" smiles="CC1(Cl)C=CC=C1" homo_ev=-8.9
C -0.603 -1.413 0.902 -0.09
C 0.389 -0.589 0.172 -0.91
C 0.506 0.805 0.692 -0.21
C 0.175 1.848 -0.107 -0.03
C -0.317 1.077 -1.361 -0.09
C 0.120 -0.130 -1.286 -0.17
H -0.768 -2.451 0.748 0.06
H -0.296 -1.132 1.943 0.09
H -1.687 -0.980 0.449 0.17
H 0.966 0.678 1.835 0.16
H 0.314 2.992 0.102 0.13
H -0.727 1.451 -2.362 0.13
H -0.119 -0.920 -1.954 0.10
Cl 2.047 -1.235 0.226 0.66

So which one is most stable? That would be iii, about 2.446 eV below the next structure.

i:
42
Properties=species:S:1:pos:R:3:lowdin_charge:R:1 method="wB97M-V/def2-TZVPD" smiles="Cn1ccnc1SCC(=O)n1c2c(c3ccccc31)CCCC2" homo_ev=-7.8
C -5.032 -1.004 -1.631 -0.04
N -4.535 -0.567 -0.358 -0.14
C -3.304 -0.794 0.158 -0.64
N -3.146 -0.236 1.335 0.04
C -4.327 0.384 1.601 -0.14
C -5.196 0.198 0.568 -0.07
H -6.202 0.527 0.415 0.11
H -4.462 0.918 2.519 0.10
S -2.090 -1.715 -0.698 1.00
C -0.954 -2.013 0.703 -0.33
C 0.480 -2.158 0.234 -0.45
O 0.906 -3.266 -0.008 0.09
N 1.288 -1.045 0.156 0.10
C 2.689 -1.173 0.105 -0.12
C 3.499 -2.294 0.178 0.00
C 4.870 -2.104 0.142 -0.09
C 5.430 -0.834 0.039 -0.10
C 4.627 0.287 -0.022 -0.02
C 3.249 0.115 0.013 -0.11
C 2.154 1.039 -0.026 -0.12
C 0.999 0.332 0.080 -0.11
C -0.348 0.968 -0.006 -0.15
H -0.794 0.727 -0.976 0.10
C -0.225 2.488 0.139 -0.18
C 0.904 3.045 -0.720 -0.19
C 2.239 2.517 -0.203 -0.14
H 2.481 2.989 0.755 0.12
H 3.046 2.758 -0.899 0.12
H 0.763 2.728 -1.756 0.12
H 0.895 4.136 -0.695 0.11
H -0.029 2.733 1.184 0.12
H -1.177 2.945 -0.138 0.11
H -1.031 0.620 0.768 0.07
H 5.054 1.276 -0.091 0.11
H 6.504 -0.728 0.012 0.10
H 5.519 -2.965 0.193 0.10
H 3.086 -3.285 0.252 0.10
H -1.242 -2.974 1.133 0.09
H -1.116 -1.216 1.423 0.06
H -4.505 -1.911 -1.927 0.07
H -4.869 -0.240 -2.395 0.10
H -6.099 -1.210 -1.556 0.10

ii:
42
Properties=species:S:1:pos:R:3:lowdin_charge:R:1 method="wB97M-V/def2-TZVPD" smiles="S=C(Nc1ccccc1)N1N=C2CCCC[C@@H]2[C@H]1c1ccco1" homo_ev=-8.2
S 2.833 1.771 -0.394 0.71
N 0.902 -0.638 1.909 0.15
O 0.004 3.799 2.047 0.07
C 2.331 0.320 0.276 -0.70
C -0.340 -0.331 2.087 -0.22
C 0.610 4.701 2.903 -0.09
C 1.607 4.063 3.562 -0.08
C 1.649 2.757 3.078 -0.04
C 0.745 2.694 2.110 -0.34
C 3.496 -2.971 -3.647 -0.11
C 3.250 -1.606 -3.579 -0.09
C 3.684 -3.705 -2.458 -0.09
C 3.143 -0.983 -2.330 -0.06
C 3.487 -3.057 -1.223 -0.05
C 3.190 -1.672 -1.114 -0.23
N 2.926 -0.947 0.093 0.08
N 1.455 0.420 1.348 -0.10
C -1.375 -1.345 2.537 -0.12
C 0.441 1.588 1.244 -0.22
C -2.472 -1.474 1.420 -0.19
C -3.086 -0.098 1.096 -0.24
C -2.001 0.746 0.515 -0.14
C -0.855 1.003 1.631 -0.14
H 0.379 5.781 3.016 0.13
H 2.259 4.466 4.350 0.12
H 2.257 1.915 3.506 0.15
H 3.635 -3.523 -4.592 0.10
H 3.246 -0.949 -4.491 0.12
H 3.961 -4.731 -2.244 0.10
H 2.877 0.052 -2.243 0.03
H 3.609 -3.587 -0.238 0.12
H 2.545 -1.514 0.845 0.11
H -1.938 -0.954 3.410 0.12
H -0.881 -2.329 2.803 0.13
H 0.414 2.007 0.280 0.10
H -3.367 -2.016 1.679 0.09
H -1.890 -2.023 0.627 0.13
H -3.968 -0.202 0.378 0.13
H -3.570 0.537 1.952 0.15
H -2.421 1.735 0.159 0.13
H -1.759 0.277 -0.430 0.11
H -1.219 1.580 2.451 0.15

So which one is most stable? That would be i, about 4.198 eV below the next structure.

i:
13
Properties=species:S:1:pos:R:3:lowdin_charge:R:1 method="wB97M-V/def2-TZVPD" smiles=FCC1CSC1 homo_ev=-8.9
C -1.235 0.184 -0.655 -0.16
C -0.153 0.322 0.423 -0.43
C 1.177 0.868 -0.145 -0.41
C 0.377 -1.119 0.699 -0.34
H -0.713 -0.301 -1.485 0.10
H -1.872 1.097 -0.715 0.14
H -0.468 0.900 1.308 0.13
H 1.929 1.387 0.535 0.10
H 0.879 1.469 -1.013 0.07
H 0.888 -1.215 1.648 0.07
H -0.394 -1.850 0.409 0.07
F -2.150 -0.888 -0.379 -0.11
S 1.734 -0.854 -0.629 0.77

ii:
13
Properties=species:S:1:pos:R:3:lowdin_charge:R:1 method="wB97M-V/def2-TZVPD" smiles=FC[C@H]1C[C@H]1S homo_ev=-9.0
C 1.060 0.075 -0.556 -0.52
C 0.761 1.214 0.306 -0.16
C -0.427 0.487 -0.303 -0.26
C -1.392 -0.397 0.482 -0.22
H 1.082 -2.356 -0.886 -0.15
H 1.510 0.397 -1.515 0.11
H 1.052 2.268 0.025 0.13
H 0.849 1.096 1.364 0.09
H -0.850 0.949 -1.093 0.09
H -2.184 0.239 0.925 0.12
H -0.904 -0.939 1.388 0.11
F -1.947 -1.402 -0.323 -0.07
S 1.389 -1.631 0.186 0.73

iii:
13
Properties=species:S:1:pos:R:3:lowdin_charge:R:1 method="wB97M-V/def2-TZVPD" smiles="C=C(CF)CS" homo_ev=-9.4
C -0.323 1.022 0.125 -0.55
C 0.209 -0.260 0.596 -0.35
C 1.170 -0.187 1.580 0.08
C -0.090 -1.665 0.129 -0.18
H 1.414 1.404 -1.449 -0.17
H -1.375 0.907 -0.006 0.06
H -0.103 1.676 0.930 0.06
H 1.475 0.758 1.994 0.06
H 1.457 -1.088 2.137 0.07
H 0.747 -2.347 0.456 0.12
H -0.244 -1.708 -0.995 0.13
F -1.245 -2.175 0.739 -0.07
S 0.128 1.657 -1.519 0.72

iv:
13
Properties=species:S:1:pos:R:3:lowdin_charge:R:1 method="wB97M-V/def2-TZVPD" smiles="C=C(F)CSC" homo_ev=-8.8
C -2.506 0.171 0.009 -0.40
C 0.282 0.113 0.489 -0.34
C 1.636 0.158 -0.105 -0.43
C 2.482 -0.788 -0.504 0.08
H -2.376 0.883 0.880 0.05
H -2.678 -0.775 0.402 -0.01
H -3.414 0.429 -0.507 0.02
H -0.094 -0.726 1.108 0.10
H 0.152 1.105 0.887 0.06
H 3.428 -0.530 -0.995 0.08
H 2.178 -1.804 -0.254 0.07
F 1.849 1.535 -0.361 -0.03
S -0.938 0.229 -1.048 0.75

So which one is most stable? That would be iii, about 0.065 eV below the next structure.

i:
102
Properties=species:S:1:pos:R:3:lowdin_charge:R:1 method="wB97M-V/def2-TZVPD" smiles=CC(C)O.CC(C)O.CC(C)O.CC(C)O.CC(C)O.CC(C)O.CC(C)O.CC(C)O.CO homo_ev=-9.4
C 4.331 2.371 -2.693 -0.05
C 4.103 0.874 -2.788 -0.48
C 2.997 0.385 -1.864 -0.05
O 3.831 0.458 -4.118 -0.06
H 3.405 2.890 -2.420 0.07
H 4.717 2.747 -3.636 0.08
H 5.016 2.578 -1.866 0.08
H 5.021 0.351 -2.505 0.13
H 3.169 -0.648 -1.554 0.08
H 2.059 0.363 -2.425 0.04
H 2.850 1.023 -0.994 0.08
H 2.927 0.756 -4.304 0.04
C -0.306 3.127 4.425 -0.05
C 0.027 2.508 3.078 -0.48
C 1.080 3.298 2.338 -0.06
O 0.483 1.165 3.329 -0.07
H 0.622 3.213 4.997 0.09
H -1.027 2.537 4.984 0.08
H -0.673 4.147 4.290 0.08
H -0.883 2.482 2.457 0.12
H 0.688 4.263 2.017 0.08
H 1.389 2.755 1.434 0.07
H 1.990 3.429 2.926 0.09
H 0.720 0.777 2.474 0.05
C 2.475 -5.457 0.522 -0.05
C 2.410 -4.313 1.524 -0.45
C 3.062 -3.071 0.989 -0.05
O 1.027 -3.993 1.838 -0.08
H 3.514 -5.759 0.374 0.08
H 1.992 -5.240 -0.430 0.08
H 1.971 -6.348 0.920 0.08
H 2.918 -4.629 2.437 0.14
H 3.235 -2.336 1.778 0.09
H 2.514 -2.591 0.176 0.07
H 4.036 -3.336 0.569 0.09
H 0.722 -4.596 2.522 0.10
C 0.164 -2.330 4.367 -0.07
C -0.153 -1.596 5.644 -0.47
C 1.108 -1.342 6.487 -0.06
O -0.791 -0.329 5.352 -0.08
H 0.815 -1.721 3.731 0.07
H -0.725 -2.519 3.757 0.08
H 0.627 -3.293 4.594 0.08
H -0.890 -2.139 6.240 0.13
H 1.551 -2.282 6.833 0.07
H 0.806 -0.744 7.344 0.07
H 1.864 -0.828 5.893 0.08
H -0.307 0.066 4.605 0.03
C -2.638 -2.876 0.604 -0.04
C -1.771 -3.667 -0.382 -0.47
C -2.310 -3.651 -1.802 -0.05
O -0.435 -3.144 -0.430 -0.08
H -2.424 -3.193 1.627 0.07
H -3.697 -2.979 0.379 0.08
H -2.372 -1.818 0.556 0.06
H -1.715 -4.708 -0.040 0.13
H -2.315 -2.649 -2.233 0.07
H -3.345 -4.002 -1.823 0.08
H -1.716 -4.332 -2.412 0.08
H 0.056 -3.493 0.328 0.03
C -3.587 1.175 -0.633 -0.06
C -4.199 1.508 0.702 -0.49
C -3.905 2.942 1.122 -0.06
O -5.599 1.240 0.655 -0.04
H -2.493 1.257 -0.600 0.06
H -3.854 1.919 -1.394 0.09
H -3.874 0.185 -0.978 0.08
H -3.781 0.885 1.503 0.14
H -2.848 3.155 0.948 0.05
H -4.080 3.107 2.186 0.08
H -4.503 3.660 0.549 0.09
H -6.074 2.049 0.865 0.08
C -0.977 3.996 -1.131 -0.05
C -0.718 3.164 -2.364 -0.49
C -0.793 3.997 -3.631 -0.04
O 0.595 2.578 -2.215 -0.07
H -0.565 3.495 -0.254 0.06
H -2.042 4.152 -0.940 0.07
H -0.534 4.992 -1.222 0.09
H -1.465 2.358 -2.427 0.08
H -0.732 3.389 -4.540 0.06
H 0.039 4.703 -3.644 0.09
H -1.743 4.533 -3.698 0.09
H 0.911 2.333 -3.095 0.05
C -1.272 0.473 -4.159 -0.04
C 0.129 -0.038 -4.352 -0.45
C 0.233 -1.084 -5.457 -0.04
O 1.035 1.056 -4.619 -0.09
H -1.966 -0.348 -3.976 0.09
H -1.618 1.060 -5.011 0.09
H -1.299 1.113 -3.271 0.04
H 0.492 -0.483 -3.423 0.12
H -0.277 -2.006 -5.169 0.08
H 1.273 -1.323 -5.667 0.08
H -0.272 -0.724 -6.360 0.09
H 0.799 1.438 -5.473 0.11
C 0.146 -0.198 -0.029 -0.14
O 0.961 -0.593 1.076 -0.13
H 0.284 0.861 -0.273 0.07
H 0.329 -0.781 -0.928 0.07
H -0.921 -0.245 0.228 0.06
H 0.968 -1.557 1.078 0.03

ii:
102
Properties=species:S:1:pos:R:3:lowdin_charge:R:1 method="wB97M-V/def2-TZVPD" smiles=CC(C)O.CC(C)O.CC(C)O.CC(C)O.CC(C)O.CC(C)O.CC(C)O.CC(C)O.CO homo_ev=-9.5
C 3.464 -35.567 -4.259 -0.15
O 2.118 -35.201 -4.399 -0.08
H 3.720 -36.204 -3.443 0.06
H 4.074 -34.744 -4.134 0.05
H 3.898 -36.054 -5.104 0.08
H 1.831 -34.740 -3.627 0.02
C -2.821 -33.607 2.911 -0.04
C -3.428 -34.241 4.145 -0.59
C -3.094 -35.765 4.299 -0.01
O -3.071 -33.624 5.207 0.01
H -1.736 -33.588 2.917 0.06
H -3.243 -32.631 2.711 0.08
H -3.232 -34.220 2.101 0.08
H -4.468 -34.010 4.052 0.13
H -3.174 -36.357 3.335 0.09
H -3.810 -36.252 5.015 0.09
H -2.110 -35.974 4.645 0.05
H -3.681 -32.893 5.270 0.12
C -0.944 -36.585 1.232 0.01
C -0.468 -35.484 0.263 -0.55
C -0.500 -35.931 -1.209 -0.03
O -1.139 -34.410 0.280 -0.03
H -1.991 -36.793 1.045 0.07
H -0.867 -36.187 2.223 0.04
H -0.426 -37.574 1.154 0.11
H 0.524 -35.182 0.574 0.11
H 0.148 -36.871 -1.345 0.12
H -0.070 -35.240 -1.857 0.03
H -1.508 -36.170 -1.581 0.08
H -0.790 -33.755 -0.291 0.07
C 2.087 -33.310 4.968 -0.03
C 0.911 -34.109 4.416 -0.65
C 1.332 -35.553 4.229 -0.05
O -0.085 -34.102 5.159 0.03
H 2.405 -33.739 5.953 0.10
H 1.818 -32.304 5.183 0.06
H 2.936 -33.385 4.313 0.06
H 0.608 -33.746 3.379 0.14
H 1.874 -35.954 5.135 0.10
H 2.036 -35.724 3.353 0.08
H 0.552 -36.272 4.068 0.05
H -0.908 -33.896 4.723 0.07
C 2.971 -33.600 0.958 -0.02
C 3.299 -35.069 0.703 -0.65
C 2.917 -35.442 -0.708 -0.03
O 4.501 -35.378 0.871 0.04
H 3.589 -33.176 1.783 0.09
H 1.921 -33.554 1.239 0.06
H 3.173 -32.971 0.062 0.09
H 2.779 -35.698 1.415 0.12
H 1.956 -35.142 -1.030 0.04
H 3.070 -36.431 -0.897 0.06
H 3.611 -34.941 -1.361 0.08
H 5.004 -34.868 0.219 0.13
C -0.068 -32.668 -3.818 0.00
C 1.240 -32.119 -3.213 -0.63
C 1.202 -30.608 -3.127 -0.04
O 1.498 -32.613 -2.114 0.01
H 0.118 -33.762 -3.804 0.06
H -0.256 -32.351 -4.826 0.08
H -0.924 -32.449 -3.231 0.06
H 2.105 -32.372 -3.910 0.16
H 1.539 -30.019 -4.023 0.10
H 1.757 -30.171 -2.294 0.08
H 0.218 -30.277 -2.902 0.04
H 0.723 -32.553 -1.556 0.06
C -3.979 -33.048 -0.390 -0.03
C -4.030 -34.451 -1.013 -0.62
C -3.272 -34.467 -2.309 -0.05
O -3.562 -35.340 -0.283 0.03
H -4.330 -32.290 -1.089 0.08
H -2.937 -32.802 -0.165 0.04
H -4.628 -32.812 0.442 0.08
H -5.060 -34.610 -1.232 0.14
H -3.408 -35.482 -2.700 0.09
H -2.263 -34.132 -2.128 0.05
H -3.752 -33.842 -3.060 0.10
H -2.715 -35.058 -0.011 0.02
C -1.531 -35.932 -4.732 -0.04
C -1.087 -35.215 -5.968 -0.68
C -1.441 -36.094 -7.170 -0.03
O -1.583 -34.096 -6.160 0.03
H -2.534 -36.203 -4.777 0.06
H -1.506 -35.228 -3.888 0.04
H -0.869 -36.817 -4.637 0.11
H -0.051 -35.126 -5.828 0.10
H -2.516 -36.176 -7.215 0.08
H -0.963 -37.100 -7.049 0.10
H -1.150 -35.601 -8.098 0.08
H -1.634 -33.867 -7.104 0.13
C -0.716 -29.627 -0.514 -0.02
C -0.333 -31.029 -0.072 -0.60
C -0.974 -31.401 1.257 -0.03
O -0.736 -31.946 -0.823 -0.07
H 0.161 -29.212 -0.947 0.05
H -0.909 -29.019 0.419 0.10
H -1.593 -29.527 -1.197 0.11
H 0.766 -31.073 0.026 0.16
H -0.739 -30.671 2.031 0.09
H -0.663 -32.316 1.645 0.03
H -2.074 -31.479 1.143 0.09
H -1.577 -31.670 -1.232 0.14

So which one is most stable? That would be i, about 8.930 eV below the next structure.

i:
19
Properties=species:S:1:pos:R:3:lowdin_charge:R:1 method="wB97M-V/def2-TZVPD" homo_ev=-8.1
C -0.848 2.038 0.260 -0.13
C -1.183 -0.188 -0.137 -0.50
C -2.139 -1.447 -0.410 -0.12
C -0.243 -0.630 0.941 -0.13
C 1.084 -0.500 0.853 -0.17
H -1.532 2.893 0.879 0.13
H 0.132 1.821 0.976 0.10
H -0.208 2.468 -0.479 0.01
H -2.354 -1.032 -1.755 0.15
H -3.281 -1.480 0.338 0.14
H -1.487 -2.625 -0.331 0.13
H -0.217 -1.447 1.580 0.07
H 1.855 -1.274 1.185 0.15
H 1.013 0.893 -0.645 0.13
H 2.948 -0.909 -1.312 0.13
H 3.608 0.433 -0.890 0.09
N -1.716 0.903 -0.456 0.05
N 1.680 0.266 -0.117 -0.16
N 2.888 -0.183 -0.480 -0.05

ii:
19
Properties=species:S:1:pos:R:3:lowdin_charge:R:1 method="wB97M-V/def2-TZVPD" homo_ev=-7.5
C -1.257 -1.017 1.850 -0.09
N -0.090 -0.916 0.971 -0.14
C -0.206 -1.310 -0.436 -0.28
N -1.229 -1.716 -1.051 0.12
H 0.739 -1.310 1.419 0.13
H -2.087 -1.732 -0.505 0.04
H 0.735 -1.176 -0.964 0.10
H -0.954 -1.240 2.873 0.08
H -1.987 -1.754 1.516 0.07
H -1.781 -0.061 1.884 0.08
C -0.179 1.379 -0.361 -0.27
C 0.673 1.475 -1.517 -0.21
C 2.006 1.328 -1.541 -0.01
N 0.238 1.011 0.868 0.06
H 1.254 1.020 0.962 0.06
H -1.184 1.777 -0.422 0.09
H 0.143 1.561 -2.460 0.09
H 2.591 1.232 -0.638 0.04
H 2.576 1.448 -2.447 0.04

iii:
19
Properties=species:S:1:pos:R:3:lowdin_charge:R:1 method="wB97M-V/def2-TZVPD" smiles=C[C@@H](C#N)[C@@H](C)NN homo_ev=-8.6
C -2.001 0.045 -1.154 -0.23
C 0.301 0.248 -1.931 -0.11
C 0.073 -1.681 0.408 -0.05
C -0.670 0.618 -0.849 -0.27
C -0.081 -0.133 0.659 -0.33
N -3.026 -0.487 -1.104 0.15
N 1.083 1.596 1.894 -0.01
N 1.108 0.459 1.078 -0.15
H 0.116 -0.818 -2.209 0.09
H 0.028 0.753 -2.849 0.08
H 1.288 0.408 -1.621 0.06
H 0.629 -1.952 -0.394 0.02
H -1.059 -2.059 0.324 0.13
H 0.555 -2.115 1.263 0.06
H -0.612 1.753 -0.599 0.15
H -0.982 -0.089 1.209 0.10
H 0.363 2.219 1.692 0.04
H 0.910 1.421 2.915 0.09
H 1.976 -0.186 1.267 0.18

So which one is most stable? That would be iii, about 0.946 eV below the next structure.